A.
The following is a quantum chemistry calculation of a molecular structure, C7H15NO, from the OMol25 dataset.

The geometry in XYZ format:
```
24
Properties=species:S:1:pos:R:3:nbo_charge:R:1
C 0.676 0.148 -0.166 0.02
C -1.715 0.256 1.042 0.00
C 1.583 0.565 -1.340 -0.61
C 1.500 -0.665 0.845 -0.61
C -0.621 -2.067 -0.733 -0.40
N -0.439 -0.631 -0.738 -0.63
C -0.050 1.283 0.533 0.06
C 0.302 2.568 0.477 -0.51
O -2.766 -0.510 0.522 -0.74
H -3.631 -0.091 0.616 0.48
H -0.893 -0.132 -1.497 0.38
H -2.135 1.172 1.442 0.15
H -1.239 -0.300 1.840 0.16
H 2.014 -0.310 -1.840 0.21
H 2.397 1.198 -0.977 0.20
H 1.032 1.147 -2.084 0.21
H 1.945 -1.554 0.388 0.21
H 2.313 -0.040 1.222 0.22
H 0.902 -0.984 1.700 0.21
H -0.065 -2.540 -1.550 0.17
H -0.343 -2.498 0.228 0.20
H -1.681 -2.276 -0.883 0.22
H -0.280 3.329 0.992 0.20
H 1.194 2.933 -0.040 0.21
```

Properties
2S+1: 1
Highest occupied orbital energy, eV: -7.89
Frontier orbital gap, eV: 8.7



B.
The following is a quantum chemistry calculation of 2 unconnected molecules or ions with the total composition C7H15NO, from the OMol25 dataset.

The geometry in XYZ format:
```
24
Properties=species:S:1:pos:R:3:nbo_charge:R:1
C 1.222 -0.761 0.636 -0.44
C 0.483 0.370 0.666 -0.13
C 0.197 1.262 -0.532 0.05
C -1.272 1.705 -0.478 -0.60
C 1.111 2.494 -0.428 -0.60
N 0.425 0.636 -1.826 -0.84
H 1.647 -1.129 -0.287 0.21
H 1.618 -1.185 1.546 0.21
H 0.250 0.822 1.626 0.20
H -1.926 0.840 -0.567 0.21
H -1.479 2.376 -1.308 0.22
H -1.493 2.214 0.459 0.20
H 0.882 3.078 0.463 0.21
H 2.154 2.189 -0.390 0.21
H 0.967 3.117 -1.307 0.22
H 1.411 0.442 -1.964 0.35
H -0.076 -0.245 -1.894 0.39
C -0.772 -3.046 1.262 -0.72
C -0.863 -1.992 0.189 0.46
O -0.729 -2.177 -1.005 -0.59
H -0.594 -2.582 2.229 0.22
H -1.717 -3.585 1.315 0.24
H 0.020 -3.748 1.029 0.23
H -1.464 -1.095 0.566 0.10
```

Properties
2S+1: 1
Highest occupied orbital energy, eV: -9.22
Frontier orbital gap, eV: 10.1
SMILES: C=CC(C)(C)N.CC=O



C.
The following is a quantum chemistry calculation of 2 unconnected molecules or ions with the total composition C7H15NO, from the OMol25 dataset.

The geometry in XYZ format:
```
24
Properties=species:S:1:pos:R:3:nbo_charge:R:1
C 0.564 -0.901 2.106 -0.61
C 0.017 0.113 1.110 -0.44
C 1.050 0.248 -0.229 0.13
O 2.215 0.908 0.200 -0.72
C 0.453 0.971 -1.388 -0.45
C 0.307 2.472 -1.227 -0.61
H 1.590 -0.678 2.394 0.19
H 0.570 -1.910 1.693 0.18
H -0.024 -0.908 3.022 0.21
H 0.104 1.121 1.516 0.20
H -1.046 -0.023 0.937 0.21
H 1.276 -0.793 -0.505 0.15
H 2.551 0.471 0.990 0.47
H -0.614 0.439 -1.576 0.24
H 0.996 0.718 -2.298 0.20
H -0.102 2.914 -2.134 0.21
H -0.341 2.721 -0.388 0.20
H 1.278 2.933 -1.048 0.22
C -1.943 -0.755 -1.572 -0.38
C -1.761 -1.569 -0.677 0.18
N -1.678 -2.597 0.171 -0.83
H -2.452 -0.392 -2.426 0.25
H -0.754 -2.974 0.327 0.40
H -2.257 -2.530 1.002 0.40
```

Properties
2S+1: 1
Highest occupied orbital energy, eV: -8.36
Frontier orbital gap, eV: 9.1
SMILES: CCC(O)CC.C#CN



Which structure is the least stable? The one labeled A.



A.
The following is a quantum chemistry calculation of 2 unconnected molecules or ions with the total composition H6N3OP, from the OMol25 dataset.

The geometry in XYZ format:
```
11
Properties=species:S:1:pos:R:3:nbo_charge:R:1
H 2.855 -0.254 1.707 0.39
N 2.187 0.514 1.636 -1.24
P 1.039 0.284 0.607 2.02
N 0.341 -1.227 0.206 -1.13
N 0.282 1.470 -0.067 -1.26
H 0.758 2.186 0.436 0.38
H 1.124 -1.853 0.070 0.39
H -0.273 -1.082 -0.557 0.44
O -1.229 0.021 -1.704 -0.95
H -1.844 0.172 -1.065 0.46
H -0.835 0.966 -1.632 0.51
```

Properties
2S+1: 1
Highest occupied orbital energy, eV: -9.81
Frontier orbital gap, eV: 10.1
SMILES: [H]/N=P(\N)=N/[H].O



B.
The following is a quantum chemistry calculation of 2 unconnected molecules or ions with the total composition H6N3OP, from the OMol25 dataset.

The geometry in XYZ format:
```
11
Properties=species:S:1:pos:R:3:nbo_charge:R:1
N 1.174 0.307 -0.949 -0.82
P 0.533 -0.023 0.394 1.46
N -0.583 -1.328 0.462 -1.13
N -0.611 1.383 0.649 -1.07
H -0.226 -2.116 -0.057 0.39
H -0.818 -1.708 1.388 0.39
H -0.574 1.810 1.543 0.37
H -0.207 2.020 -0.001 0.38
O 3.355 -0.072 -1.330 -0.88
H 4.192 0.238 -1.522 0.45
H 3.666 -1.147 -1.424 0.45
```

Properties
2S+1: 1
Highest occupied orbital energy (alpha / beta), eV: -8.74 / -8.83
Frontier orbital gap (alpha / beta), eV: 7.8 / 7.7
SMILES: N#P(N)N.O



Which structure is the least stable? The one labeled B.



A.
The following is a quantum chemistry calculation of a gas-phase ion, C3H6N3 (charge +1), from the OMol25 dataset.

The geometry in XYZ format:
```
12
Properties=species:S:1:pos:R:3:nbo_charge:R:1
C 2.392 -0.002 -0.423 0.32
C 0.631 0.726 0.893 0.28
C -1.687 0.247 0.097 -0.47
N 1.907 0.554 0.673 -0.47
N 1.558 -0.398 -1.277 -0.30
N -0.329 0.523 0.105 -0.11
H 3.474 -0.240 -0.473 0.27
H 0.486 1.098 1.930 0.28
H -2.111 -0.002 -0.850 0.28
H -1.905 -0.506 0.816 0.24
H -2.198 1.097 0.408 0.27
H 0.791 -0.201 -1.789 0.42
```

Properties
2S+1: 1
Highest occupied orbital energy (alpha / beta), eV: -15.23 / -15.23
Frontier orbital gap (alpha / beta), eV: 7.5 / 8.0
Total charge: +1



B.
The following is a quantum chemistry calculation of a gas-phase ion, C3H6N3 (charge +1), from the OMol25 dataset.

The geometry in XYZ format:
```
12
Properties=species:S:1:pos:R:3:nbo_charge:R:1
C -2.398 -0.653 0.071 0.49
N -1.583 0.186 0.043 -0.18
C -0.817 1.301 0.009 0.12
N 0.444 1.286 0.040 -0.22
C 1.387 0.255 0.085 -0.13
N 0.923 -1.058 0.070 -0.88
H -3.111 -1.325 -0.019 0.26
H -1.275 2.166 -0.297 0.24
H 1.970 0.637 -0.740 0.25
H 2.068 0.512 0.858 0.25
H 1.402 -1.759 0.710 0.41
H 0.991 -1.547 -0.830 0.39
```

Properties
2S+1: 1
Highest occupied orbital energy, eV: -14.36
Frontier orbital gap, eV: 8.7
SMILES: C#[N+]/C=N\CN
Total charge: +1



Which structure is the least stable? The one labeled A.



A.
The following is a quantum chemistry calculation of a gas-phase ion, C3H6N3 (charge +1), from the OMol25 dataset.

The geometry in XYZ format:
```
12
Properties=species:S:1:pos:R:3:nbo_charge:R:1
C 0.550 -0.157 1.312 0.22
N -0.516 0.526 1.301 -0.38
C -1.324 0.629 0.209 0.32
N -0.634 0.748 -0.948 -0.31
N 0.561 0.116 -0.986 -0.36
C 0.722 -0.940 0.019 -0.31
H 1.371 -0.191 2.042 0.25
H -2.348 0.723 0.148 0.24
H -1.203 0.859 -1.766 0.44
H 1.269 0.825 -1.103 0.40
H 1.542 -1.459 -0.118 0.25
H 0.010 -1.680 -0.110 0.23
```

Properties
2S+1: 1
Highest occupied orbital energy, eV: -15.49
Frontier orbital gap, eV: 9.9
SMILES: C1=NC=[NH+]NC1
Total charge: +1



B.
The following is a quantum chemistry calculation of 3 unconnected molecules or ions with the total composition C3H6N3, from the OMol25 dataset.

The geometry in XYZ format:
```
12
Properties=species:S:1:pos:R:3:nbo_charge:R:1
C 2.373 -0.165 0.008 0.16
C -1.485 -0.079 -0.227 -0.01
C 1.017 -0.627 -0.013 0.38
N 2.150 -1.249 0.698 -0.15
N -0.211 -0.671 0.132 -0.16
N -1.353 -1.368 0.390 -0.37
H 3.051 0.498 -0.293 0.25
H -1.637 0.825 0.417 0.23
H -1.898 0.015 -1.205 0.25
H -0.167 1.888 -0.467 -0.09
H -1.489 -1.759 1.298 0.42
H -0.352 2.692 -0.738 0.09
```

Properties
2S+1: 1
Highest occupied orbital energy, eV: -15.25
Frontier orbital gap, eV: 10.4
Total charge: +1



Which structure is the least stable? The one labeled B.



A.
The following is a quantum chemistry calculation of C2H2N2O in the gas phase, from the OMol25 dataset.

The geometry in XYZ format:
```
7
Properties=species:S:1:pos:R:3:nbo_charge:R:1
N 1.582 -1.870 -0.940 -0.18
C 0.921 -1.099 -0.401 0.14
C 0.287 -0.144 0.392 0.61
N -1.076 0.662 -0.377 -0.86
O 0.461 -0.053 1.536 -0.43
H -0.623 1.583 -0.681 0.36
H -1.552 0.922 0.470 0.36
```

Properties
2S+1: 1
Highest occupied orbital energy, eV: -10.90
Frontier orbital gap, eV: 10.1
SMILES: N#CC(N)=O



B.
The following is a quantum chemistry calculation of C2H2N2O in the gas phase, from the OMol25 dataset.

The geometry in XYZ format:
```
7
Properties=species:S:1:pos:R:3:nbo_charge:R:1
C 0.961 -0.007 -0.650 0.27
N 0.852 -0.632 0.532 -0.29
N -0.451 -0.411 1.130 -0.26
C -1.093 0.323 0.114 0.26
O -0.223 0.536 -0.912 -0.41
H 1.850 0.259 -1.065 0.21
H -2.074 0.862 -0.049 0.23
```

Properties
2S+1: 1
Highest occupied orbital energy, eV: -10.43
Frontier orbital gap, eV: 11.3
SMILES: c1nnco1



C.
The following is a quantum chemistry calculation of 2 unconnected molecules or ions with the total composition C2H2N2O, from the OMol25 dataset.

The geometry in XYZ format:
```
7
Properties=species:S:1:pos:R:3:nbo_charge:R:1
C -0.028 0.203 0.294 -0.42
C 0.628 0.055 1.448 0.77
N 0.045 -0.739 -1.775 0.01
N 0.529 -0.462 -0.739 -0.08
O 1.269 -0.218 2.341 -0.37
H -0.995 0.779 -0.068 0.24
H -1.447 0.383 -1.500 -0.15
```

Properties
2S+1: 1
Highest occupied orbital energy (alpha / beta), eV: -8.86 / -8.98
Frontier orbital gap (alpha / beta), eV: 8.1 / 8.3



Which structure is the least stable? The one labeled C.



A.
The following is a quantum chemistry calculation of C5H4 in the gas phase, from the OMol25 dataset.

The geometry in XYZ format:
```
9
Properties=species:S:1:pos:R:3:nbo_charge:R:1
C 2.007 -0.617 0.644 -0.03
C 1.090 0.184 0.028 -0.33
C -0.119 0.579 -0.426 -0.35
C -1.347 -0.093 -0.187 -0.04
C -2.423 -0.556 0.101 -0.22
H 2.680 -1.225 0.016 0.17
H 1.661 1.108 0.289 0.33
H -0.178 1.586 -0.829 0.23
H -3.371 -0.967 0.363 0.24
```

Properties
2S+1: 1
Highest occupied orbital energy (alpha / beta), eV: -8.07 / -8.07
Frontier orbital gap (alpha / beta), eV: 7.4 / 7.4



B.
The following is a quantum chemistry calculation of C5H4 in the gas phase, from the OMol25 dataset.

The geometry in XYZ format:
```
9
Properties=species:S:1:pos:R:3:nbo_charge:R:1
C 2.452 -0.437 0.046 -0.22
C 1.538 0.339 -0.080 0.01
C 0.235 0.746 -0.391 -0.40
C -0.912 0.198 -0.122 0.15
C -1.956 -0.607 0.276 -0.47
H 3.458 -0.246 0.224 0.22
H 0.365 1.765 -0.821 0.25
H -2.669 -0.300 1.089 0.23
H -2.510 -1.457 -0.220 0.24
```

Properties
2S+1: 1
Highest occupied orbital energy, eV: -9.23
Frontier orbital gap, eV: 9.9
SMILES: C#CC=C=C



Which structure is the least stable? The one labeled A.



A.
The following is a quantum chemistry calculation of C5H4 in the gas phase, from the OMol25 dataset.

The geometry in XYZ format:
```
9
Properties=species:S:1:pos:R:3:nbo_charge:R:1
C -0.550 -1.741 -0.631 -0.58
C -0.262 -0.538 -0.252 -0.06
C -0.548 0.758 0.185 0.07
C 0.854 0.330 -0.219 0.10
C 0.481 1.602 0.539 -0.39
H 0.324 -2.398 -1.004 0.23
H -1.518 -2.265 -0.573 0.23
H 0.448 2.645 0.237 0.23
H 0.772 1.607 1.717 0.18
```

Properties
2S+1: 1
Highest occupied orbital energy, eV: -7.90
Frontier orbital gap, eV: 7.9
SMILES: C=C1C2=C1C2



B.
The following is a quantum chemistry calculation of C5H4 in the gas phase, from the OMol25 dataset.

The geometry in XYZ format:
```
9
Properties=species:S:1:pos:R:3:nbo_charge:R:1
C -0.442 -1.913 2.089 -0.19
C -0.222 -0.772 1.764 -0.08
C 0.013 0.372 1.020 -0.11
C 0.166 0.938 -0.038 0.10
C 0.270 1.094 -1.484 -0.69
H -0.649 -2.949 2.220 0.24
H 1.201 1.556 -1.816 0.24
H -0.589 1.617 -1.912 0.24
H 0.252 0.058 -1.843 0.25
```

Properties
2S+1: 1
Highest occupied orbital energy, eV: -9.20
Frontier orbital gap, eV: 10.1
SMILES: C#CC#CC



C.
The following is a quantum chemistry calculation of C5H4 in the gas phase, from the OMol25 dataset.

The geometry in XYZ format:
```
9
Properties=species:S:1:pos:R:3:nbo_charge:R:1
C 2.172 -0.793 0.108 -0.24
C 1.207 -0.136 -0.180 0.02
C 0.062 0.775 -0.190 -0.55
C -1.232 0.104 0.018 -0.01
C -2.298 -0.438 0.163 -0.22
H 2.995 -1.456 0.208 0.24
H 0.334 1.438 0.636 0.27
H 0.006 1.415 -1.079 0.26
H -3.247 -0.909 0.315 0.24
```

Properties
2S+1: 1
Highest occupied orbital energy, eV: -10.01
Frontier orbital gap, eV: 11.0
SMILES: C#CCC#C



D.
The following is a quantum chemistry calculation of C5H4 in the gas phase, from the OMol25 dataset.

The geometry in XYZ format:
```
9
Properties=species:S:1:pos:R:3:nbo_charge:R:1
C 2.812 0.076 0.045 -0.18
C 1.777 0.536 -0.371 -0.08
C 0.438 0.769 -0.614 -0.10
C -0.745 0.564 -0.475 0.09
C -1.827 -0.225 0.114 -0.68
H 3.724 -0.338 0.414 0.24
H -1.294 -0.842 0.846 0.24
H -2.303 -0.891 -0.610 0.24
H -2.581 0.350 0.652 0.24
```

Properties
2S+1: 1
Highest occupied orbital energy, eV: -9.23
Frontier orbital gap, eV: 10.1
SMILES: C#CC#CC



Which structure is the least stable? The one labeled A.



A.
The following is a quantum chemistry calculation of 2 unconnected molecules or ions with the total composition CH4IN2, from the OMol25 dataset.

The geometry in XYZ format:
```
8
Properties=species:S:1:pos:R:3:nbo_charge:R:1
C -0.133 -0.096 -0.001 0.72
N -0.217 -0.190 1.313 -0.77
N 0.355 -0.813 -0.922 -0.73
I -0.343 3.549 -1.538 0.03
H -0.507 -0.975 1.863 0.44
H -0.545 0.520 1.843 0.43
H 0.957 -1.562 -0.752 0.43
H 0.433 -0.433 -1.806 0.44
```

Properties
2S+1: 1
Highest occupied orbital energy (alpha / beta), eV: -13.58 / -13.24
Frontier orbital gap (alpha / beta), eV: 6.8 / 6.7
Total charge: +1



B.
The following is a quantum chemistry calculation of a gas-phase ion, CH4IN2 (charge +1), from the OMol25 dataset.

The geometry in XYZ format:
```
8
Properties=species:S:1:pos:R:3:nbo_charge:R:1
N -1.379 -0.035 0.106 -0.66
C -0.207 -0.601 -0.003 0.46
N 1.063 0.521 -0.028 -0.84
I 3.081 0.006 -0.151 0.47
H -2.085 -0.731 0.319 0.45
H -1.554 0.972 0.235 0.47
H 0.238 -1.540 -0.032 0.26
H 0.844 1.409 -0.446 0.40
```

Properties
2S+1: 1
Highest occupied orbital energy, eV: -13.51
Frontier orbital gap, eV: 8.1
SMILES: N/C=[NH+]/I
Total charge: +1



Which structure is the least stable? The one labeled A.